[1]
C20H15AlBrN6O2S as an isolated structure. Source: OMol25; level of theory: ωB97M-V with the def2-TZVPD basis set.

XYZ file:
```
46
C20H15AlBrN6O2S (ωB97M-V with the def2-TZVPD basis set)
Al 0.5215 -0.5215 0.8836
N 3.1439 -2.5457 -1.6516
C 2.3390 -2.2457 -0.6131
S 2.8063 -0.8974 0.4224
N 1.2760 -2.9902 -0.4256
N 0.5848 -2.4835 0.6424
C 0.1389 -3.2185 1.5749
C -0.2366 -2.4924 2.8006
C -0.8347 -3.0965 3.8877
C -1.0484 -2.3420 5.0332
C -0.6479 -1.0180 5.0527
C -0.0590 -0.4838 3.9179
N 0.1487 -1.1994 2.8173
H 4.0597 -2.1349 -1.6867
H 2.9956 -3.4240 -2.1227
H 0.1810 -4.3018 1.5337
H -1.1243 -4.1366 3.8344
H -1.5180 -2.7870 5.8998
H -0.7854 -0.4003 5.9280
H 0.2637 0.5489 3.8903
Br 2.9693 1.7116 2.4777
C 1.3355 2.3517 1.8114
C 1.0839 3.7139 1.8495
C -0.1544 4.1696 1.4324
C -1.1130 3.2561 1.0166
C -0.7797 1.9223 1.0073
N 0.4394 1.4688 1.3729
C -1.7823 0.8423 0.6188
O -2.8720 1.1568 0.2083
O -1.3097 -0.3519 0.7889
H 1.8471 4.3873 2.2091
H -0.3726 5.2292 1.4511
H -2.1084 3.5406 0.7078
N 0.3482 -0.0863 -1.1384
C 0.0386 0.1517 -2.2157
C -0.3913 0.4543 -3.5440
C -1.7505 0.6751 -3.7690
C -2.1722 0.9677 -5.0536
C -1.2488 1.0360 -6.0892
C 0.1031 0.8145 -5.8548
C 0.5430 0.5210 -4.5772
H -2.4530 0.6193 -2.9476
H -3.2214 1.1416 -5.2470
H -1.5863 1.2640 -7.0914
H 0.8126 0.8699 -6.6685
H 1.5903 0.3432 -4.3744
```

Output
total charge	+1
energy	-121493.761	eV
energy relative to the best compared isomer or geometry (same formula, charge and spin)	0.0000	eV
lowest unoccupied orbital energy	-3.438	eV

Löwdin population analysis, charges in e, atoms 1 to 2:
1 Al -0.2038
2 N 0.0980

[2]
C20H15AlN7SSe as an isolated structure. Source: OMol25; level of theory: ωB97M-V with the def2-TZVPD basis set.

XYZ file:
```
45
C20H15AlN7SSe (ωB97M-V with the def2-TZVPD basis set)
Al -0.0240 0.7928 -0.4277
N -1.4550 -1.1035 -4.1031
C -0.7826 -0.3554 -3.2413
N -0.9919 -0.3649 -1.9532
C -1.9819 -1.2070 -1.4308
N -2.3049 -1.0878 -0.1912
N -1.6116 -0.0486 0.3744
C -2.2058 0.6778 1.2553
C -1.5748 1.9351 1.5357
C -2.0390 2.7978 2.4836
C -1.4529 4.1026 2.5450
C -0.3031 4.3273 1.8901
C 0.3926 3.1877 1.2283
N -0.5241 2.2348 0.6959
C -2.6557 -2.1467 -2.3125
C -3.5836 -3.0814 -1.8546
C -4.2520 -3.8823 -2.7566
C -4.0100 -3.7549 -4.1232
C -3.0900 -2.8373 -4.5923
C -2.4097 -2.0388 -3.6834
H -1.2489 -1.0364 -5.0873
H 0.0115 0.2774 -3.6195
H -3.1686 0.3893 1.6635
H -2.8694 2.5200 3.1178
H -1.9616 4.8876 3.0881
H 0.1672 5.3013 1.8590
H 1.0789 3.5236 0.4518
H -3.7639 -3.1512 -0.7909
H -4.9719 -4.6088 -2.4058
H -4.5471 -4.3778 -4.8252
H -2.8984 -2.7435 -5.6546
S 1.7163 1.0975 -1.8687
Se 2.7948 -0.2153 -0.2784
N 1.4683 0.4170 0.8941
C 2.0602 1.3881 1.5759
C 1.3262 2.3868 2.3577
C 2.1715 3.3464 3.0914
C 3.4992 3.4258 2.8956
C 4.1645 2.5515 1.9815
C 3.4768 1.5604 1.3416
N 4.0390 0.6474 0.4775
H 0.5619 1.9442 3.0015
H 1.6662 4.0251 3.7656
H 4.0854 4.1701 3.4177
H 5.2214 2.6672 1.7833
```

Output
total charge	+1
energy	-114188.337	eV
lowest unoccupied orbital energy	-3.735	eV

Löwdin population analysis, charges in e, atoms 1 to 2:
1 Al -0.0292
2 N 0.1513

[3]
C20H15BrIN4O4PtS as an isolated structure at a distorted geometry. Source: OMol25; level of theory: ωB97M-V with the def2-TZVPD basis set.

XYZ file:
```
47
C20H15BrIN4O4PtS (ωB97M-V with the def2-TZVPD basis set)
Pt 0.4356 0.4664 -0.3326
N 2.3683 -0.9307 3.4729
C 1.6458 -0.3593 2.5073
S 2.5110 0.1124 1.0744
N 0.3610 -0.1949 2.6913
N -0.3951 0.3894 1.7969
C -1.6768 0.5359 1.9912
C -2.5730 1.2256 1.1470
C -3.9520 1.1436 1.4219
C -4.8754 1.7926 0.6471
C -4.4561 2.5646 -0.4552
C -3.1324 2.7065 -0.7445
C -2.1197 2.0497 0.0304
O -0.9085 2.2368 -0.2646
H 3.3630 -1.0375 3.3582
H 1.9374 -1.2024 4.3424
H -2.1016 0.0773 2.8839
H -4.2811 0.5471 2.2598
H -5.9257 1.7122 0.8749
H -5.1969 3.0405 -1.0812
H -2.7958 3.2923 -1.5864
O 4.7761 2.9961 -4.2598
C 3.8106 2.5873 -3.4515
C 3.2336 3.3856 -2.4550
C 2.2435 2.8598 -1.6519
N 1.7943 1.6133 -1.7809
C 2.3037 0.8745 -2.7668
Br 1.4986 -0.8261 -2.9748
C 3.3036 1.2896 -3.6134
H 5.0677 3.8991 -4.0634
H 3.5447 4.4085 -2.3163
H 1.7746 3.4578 -0.8826
H 3.6874 0.6504 -4.3924
I 2.0016 -5.8611 2.5605
C 0.7201 -4.5512 1.5068
C 1.2738 -3.4447 0.8790
C 0.4334 -2.5728 0.2124
C -0.9323 -2.7892 0.1684
C -1.4713 -3.9209 0.7701
C -0.6436 -4.7993 1.4472
C -1.8710 -1.8127 -0.5477
O -2.9743 -2.2030 -0.8612
O -1.4222 -0.6394 -0.7487
H 2.3420 -3.2806 0.8807
H 0.8678 -1.7185 -0.3181
H -2.5342 -4.0963 0.7032
H -1.0589 -5.6761 1.9215
```

Output
total charge	+1
energy	-127348.995	eV
energy relative to the best compared isomer or geometry (same formula, charge and spin)	3.9222	eV
lowest unoccupied orbital energy	-6.399	eV

Löwdin population analysis, charges in e, atoms 1 to 2:
1 Pt 1.0203
2 N 0.1258

[4]
One molecule with the formula C20H15Cl2N3O2S at a distorted geometry. Source: OMol25; level of theory: ωB97M-V with the def2-TZVPD basis set.

XYZ file:
```
43
C20H15Cl2N3O2S (ωB97M-V with the def2-TZVPD basis set)
N -0.1121 -0.3190 -2.1212
C 0.2024 -0.9216 -0.9509
N -0.5937 -1.3448 -0.0405
O -1.9878 -1.1961 -0.1369
C -2.5658 -0.0134 -0.3088
O -1.9838 1.0203 -0.5634
C -4.0424 -0.1115 -0.1640
C -4.7917 1.0390 -0.3906
C -6.1692 1.0043 -0.2733
C -6.8052 -0.1878 0.0739
C -6.0542 -1.3337 0.3016
C -4.6789 -1.3002 0.1838
H -4.0938 -2.1878 0.3615
H -6.5597 -2.2476 0.5706
Cl -8.5159 -0.2447 0.2221
Cl -7.0910 2.4300 -0.5556
H -4.2855 1.9546 -0.6554
C 1.6249 -1.1997 -0.6539
C 2.6288 -0.3814 -1.1534
C 3.9445 -0.5267 -0.7273
C 4.2634 -1.5581 0.1449
C 3.2771 -2.4220 0.5935
C 1.9620 -2.2324 0.2202
H 1.1762 -2.8614 0.6033
H 3.5366 -3.2273 1.2641
H 5.2832 -1.6804 0.4803
C 4.9766 0.4743 -1.1308
H 5.8947 0.3509 -0.5568
H 5.2119 0.4106 -2.1940
S 4.3871 2.2199 -0.9196
C 3.1225 1.9759 0.3124
N 1.9110 2.3528 -0.0479
C 0.9070 2.1205 0.7784
C 1.0719 1.4854 2.0000
C 2.3534 1.1199 2.3842
C 3.4124 1.3781 1.5318
H 4.4256 1.1151 1.7917
H 2.5280 0.6383 3.3353
H 0.2217 1.2827 2.6310
H -0.0673 2.4296 0.4259
H 2.3994 0.4378 -1.8201
H 0.6439 0.0439 -2.6775
H -0.9684 0.2138 -2.1689
```

Output
energy	-65428.267	eV
lowest unoccupied orbital energy	0.023	eV

Löwdin population analysis, charges in e, atoms 1 to 2:
1 N 0.1938
2 C -0.3538

[5]
C20H15Cl4N3O7S4SbTc as an isolated structure at a distorted geometry. Source: OMol25; level of theory: ωB97M-V with the def2-TZVPD basis set.

XYZ file:
```
55
C20H15Cl4N3O7S4SbTc (ωB97M-V with the def2-TZVPD basis set)
Tc 0.6386 0.3319 1.2510
O -0.5995 -3.1473 -0.6045
C -0.0268 -2.1587 -0.2263
O -0.4069 -1.3359 0.6379
C 1.3612 -1.7829 -0.7607
C 2.0564 -2.5820 -1.6226
C 3.3356 -2.1860 -1.9641
C 3.8603 -1.0036 -1.4778
C 3.0412 -0.2180 -0.6680
N 1.8738 -0.6164 -0.2985
H 1.5690 -3.4503 -2.0605
H 3.9050 -2.7984 -2.6491
H 4.8521 -0.6036 -1.7129
H 3.4710 0.6866 -0.2939
Cl 0.1224 -2.9328 7.1998
C 0.7508 -2.2010 5.7723
C 1.8528 -2.7689 5.2147
Cl 2.6962 -4.0245 5.9865
C 2.3656 -2.3566 4.0279
Cl 3.9441 -2.8989 3.4864
C 1.6744 -1.3260 3.3276
O 2.0525 -0.8219 2.1871
C 0.5697 -0.7597 3.8910
O -0.0375 0.1221 3.0460
C 0.0575 -1.1072 5.1804
Cl -1.2245 -0.3937 5.9727
S -3.6063 3.5962 2.5064
Sb -2.1883 2.3082 3.6244
S 1.7284 2.4285 1.3952
S 0.3214 3.8427 1.9253
S -0.0796 3.5061 3.8762
C -2.9498 -1.1118 -2.0810
C -2.3896 -0.0908 -3.1352
C -1.6034 1.0677 -2.6396
C -1.1205 1.8175 -3.8954
C -0.2414 3.0767 -3.6245
C -2.5910 1.9653 -1.8903
O -3.5821 2.4001 -2.3861
N -2.4969 1.8921 -0.4836
C -1.3960 1.3812 0.1407
O -1.2116 1.3215 1.3992
N -0.3036 0.9937 -0.5553
C -0.3699 0.6508 -1.9107
O 0.4649 -0.0189 -2.4610
H -3.4834 -1.8232 -2.7253
H -3.5189 -0.6389 -1.3104
H -2.2188 -1.7342 -1.5927
H -3.2293 0.3535 -3.6250
H -1.7488 -0.6291 -3.8582
H -2.0473 1.9774 -4.4692
H -0.5095 1.1001 -4.4697
H -0.8116 3.9414 -3.3141
H 0.1130 3.4760 -4.5634
H 0.5205 2.9250 -2.8923
H -3.2055 2.3587 0.1732
```

Output
energy	-141955.628	eV
energy relative to the best compared isomer or geometry (same formula, charge and spin)	0.8451	eV
lowest unoccupied orbital energy (alpha / beta)	-2.853 / -2.855	eV

Löwdin population analysis, charges in e, atoms 1 to 2:
1 Tc 1.5050
2 O 0.1032

Which of these has the lowest energy? C20H15Cl4N3O7S4SbTc